1.
Formula: C16H45BF9N18O12S
Source: OMol25
Level of theory: ωB97M-V/def2-TZVPD

Atoms and positions in Å:
1 O 2.8091 1.7706 2.9969
2 S 3.0723 0.3451 3.0924
3 O 2.9086 -0.2301 4.4229
4 B 4.6789 -0.2070 2.2074
5 C 5.9184 0.1048 3.2299
6 C 7.1151 0.7825 2.5277
7 C 6.8588 2.1869 1.9808
8 O 6.0250 2.9916 2.8133
9 C 1.6666 -0.4482 2.1046
10 F 1.6459 0.0550 0.8460
11 F 1.9376 -1.7725 2.0109
12 C 0.2417 -0.2979 2.7378
13 F 0.2652 0.3826 3.8957
14 F -0.2603 -1.5436 3.0038
15 C -0.8587 0.3759 1.8645
16 F -2.0363 0.1566 2.5154
17 F -0.9633 -0.2415 0.6673
18 C -0.7637 1.9237 1.6658
19 F 0.4702 2.3423 1.4827
20 F -1.5081 2.2535 0.5876
21 F -1.2917 2.5498 2.7274
22 H 4.5808 -1.3842 1.9342
23 H 4.6943 0.4355 1.1816
24 H 5.6187 0.6637 4.1219
25 H 6.2847 -0.8623 3.5864
26 H 7.4154 0.1240 1.7086
27 H 7.9430 0.8400 3.2491
28 H 6.4044 2.1384 0.9956
29 H 7.8260 2.6956 1.8717
30 H 6.1830 2.7342 3.7258
31 C -2.4065 3.8040 7.1223
32 O -2.3401 4.6450 8.0044
33 N -1.6875 3.8914 5.9632
34 N -3.2009 2.6927 7.2203
35 H -1.7262 3.1962 5.2415
36 H -1.0662 4.6701 5.8554
37 H -3.7434 2.5951 8.0568
38 H -3.2799 1.9895 6.5008
39 C 7.4567 4.9975 -0.6872
40 O 7.2772 3.7989 -0.7245
41 N 7.8814 5.7239 -1.7740
42 N 7.2353 5.7181 0.4558
43 H 8.0211 6.7150 -1.7572
44 H 8.0355 5.2189 -2.6254
45 H 6.8927 5.2052 1.2516
46 H 7.3584 6.7093 0.5220
47 C -1.4598 -1.2079 -3.1896
48 O -1.3051 -0.0029 -3.3044
49 N -1.5882 -2.0312 -4.2742
50 N -1.5349 -1.8299 -1.9772
51 H -1.7240 -3.0222 -4.2059
52 H -1.5258 -1.6140 -5.1826
53 H -1.4840 -1.2626 -1.1507
54 H -1.6610 -2.8186 -1.8798
55 C -3.3012 3.9639 -2.3469
56 O -3.8336 4.5497 -3.2754
57 N -3.8981 3.8844 -1.1090
58 N -2.0962 3.3396 -2.4355
59 H -3.4824 3.4166 -0.3262
60 H -4.7857 4.3347 -0.9995
61 H -1.6034 3.3870 -3.3163
62 H -1.6807 2.8511 -1.6660
63 C -1.0198 2.7773 -6.1834
64 O -0.5831 3.5809 -5.3788
65 N -0.8956 2.9810 -7.5373
66 N -1.6618 1.6301 -5.8252
67 H -1.2430 2.3436 -8.2264
68 H -0.4284 3.8169 -7.8310
69 H -1.7997 1.4294 -4.8449
70 H -2.0127 0.9786 -6.4994
71 C -3.4986 -4.7343 -6.1268
72 O -2.4329 -4.7178 -6.7231
73 N -3.6401 -5.3776 -4.9310
74 N -4.6153 -4.1096 -6.6007
75 H -4.4990 -5.4078 -4.4157
76 H -2.8366 -5.8651 -4.5770
77 H -4.5362 -3.6290 -7.4767
78 H -5.4924 -4.1032 -6.1166
79 C -4.3261 -0.6759 7.0184
80 O -4.1451 0.1288 6.1184
81 N -3.8245 -0.4947 8.2750
82 N -5.0207 -1.8386 6.8217
83 H -3.9471 -1.1567 9.0168
84 H -3.2503 0.3143 8.4324
85 H -5.4035 -2.0041 5.9064
86 H -5.1690 -2.5220 7.5394
87 C -3.4413 -3.1925 3.4220
88 O -4.3604 -3.9778 3.6276
89 N -2.8300 -3.0862 2.2048
90 N -2.9660 -2.3626 4.3871
91 H -2.0794 -2.4462 2.0285
92 H -3.1571 -3.6855 1.4726
93 H -3.3984 -2.4265 5.2883
94 H -2.2243 -1.7032 4.2420
95 C 0.2155 -7.4842 -7.7852
96 O 0.0636 -7.8100 -6.6208
97 N -0.5321 -6.5148 -8.3863
98 N 1.1595 -8.0799 -8.5857
99 H -0.4193 -6.2495 -9.3451
100 H -1.2253 -6.0449 -7.8248
101 H 1.7280 -8.7918 -8.1689
102 H 1.3105 -7.8286 -9.5430

Force components x, y, z for each atom (eV/Å):
O -0.2 -0.1 -0.2
S 0.4 0.3 0.5
O -0.1 -0.3 -0.2
B 0.3 -0.1 -0.4
C -0.1 -0.1 -0.4
C -0.4 0.0 0.6
C 0.3 -0.2 0.0
O 0.1 0.1 -0.1
C 0.3 -0.3 0.1
F -0.1 -0.1 0.1
F -0.2 0.2 -0.1
C 0.0 0.0 -0.1
F -0.1 0.0 -0.2
F 0.1 0.2 0.0
C -0.3 0.0 0.3
F 0.1 0.1 -0.2
F 0.2 0.1 0.2
C 0.1 0.0 0.0
F -0.3 -0.1 0.0
F 0.1 0.0 0.2
F 0.2 -0.1 -0.2
H -0.2 0.0 0.2
H -0.1 0.1 0.1
H 0.0 0.0 0.0
H 0.0 0.1 0.2
H 0.2 0.2 -0.1
H 0.1 -0.1 -0.1
H -0.2 0.1 0.1
H 0.0 -0.1 -0.2
H -0.1 0.0 0.0
C 0.1 -0.1 0.0
O 0.0 0.0 0.0
N -0.1 0.0 0.0
N 0.2 0.0 -0.1
H 0.0 0.0 0.0
H 0.0 0.0 0.0
H -0.1 0.1 0.0
H -0.2 0.0 0.1
C -0.2 0.1 0.3
O 0.2 -0.1 -0.4
N 0.1 0.0 0.0
N 0.1 0.0 0.0
H 0.0 0.0 0.0
H 0.0 0.0 0.0
H -0.1 0.0 0.0
H 0.0 0.0 0.0
C -0.1 0.0 0.0
O -0.1 0.0 0.1
N -0.1 0.0 0.0
N -0.1 0.0 0.0
H 0.1 0.0 0.0
H 0.1 0.0 0.0
H 0.1 0.0 -0.1
H 0.1 0.0 0.0
C 0.1 -0.1 0.2
O 0.0 0.0 0.0
N 0.0 0.0 0.0
N 0.0 0.1 -0.3
H 0.0 0.0 0.0
H 0.0 0.0 0.0
H 0.1 0.1 0.0
H 0.0 0.0 0.0
C -0.1 -0.1 -0.1
O 0.0 0.0 0.2
N 0.0 0.0 0.0
N 0.0 0.1 0.1
H 0.0 0.0 0.0
H 0.0 0.0 0.0
H 0.2 -0.1 0.0
H 0.0 0.0 0.0
C -0.1 -0.1 0.2
O 0.1 0.1 -0.2
N 0.1 0.1 0.0
N 0.0 0.0 0.0
H 0.0 0.0 0.0
H 0.0 -0.1 -0.1
H 0.0 0.0 0.0
H 0.0 0.0 0.0
C 0.1 -0.1 0.0
O 0.0 0.0 0.0
N -0.1 0.1 0.1
N 0.0 0.1 -0.1
H 0.0 0.0 0.0
H 0.1 0.0 0.0
H -0.1 0.0 0.0
H 0.0 0.0 0.0
C 0.0 0.0 0.0
O 0.0 0.0 0.0
N -0.1 0.0 -0.1
N 0.1 -0.1 0.0
H 0.0 0.0 0.0
H 0.0 0.0 0.0
H 0.1 0.0 0.0
H 0.0 0.0 -0.1
C 0.0 0.0 0.0
O 0.0 0.0 0.0
N -0.1 -0.1 0.1
N 0.0 0.0 0.0
H 0.1 0.0 0.0
H 0.0 0.1 0.1
H 0.0 0.0 0.0
H 0.0 0.0 0.0

The spin multiplicity is 1. As for the gap between HOMO and LUMO: 7.576 eV. The LUMO energy comes out at 1.37 eV. The value obtained for the highest occupied orbital energy is -6.21 eV. As for the energy above the lowest of the compared OMol25 structures with the same formula, charge and spin: 0.000 eV. As for the total charge: -1.



2.
Formula: C18H21B2CoF4N6O6S2
Source: OMol25
Level of theory: ωB97M-V/def2-TZVPD

Atoms and positions in Å:
1 Co 0.0809 -0.3250 -0.1160
2 C -1.4675 -3.7274 -2.0268
3 C -1.0068 -2.3826 -1.6012
4 N -0.7525 -2.0622 -0.3778
5 O -0.8698 -3.0148 0.5282
6 B -0.8044 -2.6013 1.9918
7 F -1.8682 -1.7262 2.2312
8 F -0.7709 -3.7155 2.7242
9 O 0.4956 -1.8217 2.2051
10 N 0.3179 -0.5960 1.7142
11 C 0.0751 0.4146 2.4566
12 C 0.1924 0.4792 3.9250
13 C 0.6522 2.2867 1.0238
14 N 1.1440 1.2637 -0.0389
15 O 2.0335 1.5172 -0.7502
16 B 1.1903 0.9222 -3.4791
17 F 1.9462 -0.1519 -3.5119
18 F 1.4868 2.0360 -4.0817
19 O -0.0241 0.8923 -2.7894
20 N -0.2485 -0.2343 -2.0208
21 C -0.7731 -1.2719 -2.5674
22 C -1.1388 -1.4144 -3.9942
23 C 0.1799 3.4915 0.2375
24 H -1.9163 -4.2534 -1.1891
25 H -0.6143 -4.3179 -2.3737
26 H -2.1785 -3.6548 -2.8481
27 H -0.1410 -0.4702 4.3461
28 H -0.3903 1.3053 4.3230
29 H 1.2426 0.6103 4.2002
30 H -0.8866 -0.5375 -4.5793
31 H -2.2154 -1.5884 -4.0679
32 H -0.6460 -2.2949 -4.4110
33 H -0.3187 4.1928 0.9009
34 H -0.5082 3.1993 -0.5565
35 H 1.0426 3.9907 -0.2035
36 O 4.1451 3.6700 3.0887
37 C 2.9690 4.1572 3.5002
38 C 2.8781 5.1953 4.4281
39 C 1.6478 5.6768 4.8173
40 C 0.4670 5.1471 4.2909
41 C 0.5466 4.1389 3.3619
42 C 1.7883 3.6188 2.9488
43 C 1.8634 2.5006 2.0158
44 O 2.7565 1.6976 1.9121
45 N -0.4138 1.5090 1.6448
46 N -1.1588 0.8964 0.5914
47 C -2.4548 0.7819 0.8020
48 S -3.4496 -0.0810 -0.2940
49 C -4.8638 -0.1565 0.8486
50 C -4.8982 1.1537 1.6065
51 S -3.2029 1.5261 2.1483
52 H 4.8758 4.1493 3.4998
53 H 3.7863 5.6167 4.8421
54 H 1.6006 6.4786 5.5421
55 H -0.4920 5.5279 4.6110
56 H -0.3685 3.7141 2.9690
57 H -4.7104 -1.0116 1.5054
58 H -5.7612 -0.3027 0.2498
59 H -5.5125 1.0787 2.5028
60 H -5.2512 1.9811 0.9930

Force components x, y, z for each atom (eV/Å):
Co -0.1 0.0 -0.1
C 0.0 0.0 0.0
C 0.0 0.0 0.0
N 0.0 0.0 0.0
O 0.0 0.0 0.0
B 0.0 0.0 0.0
F 0.0 0.0 0.0
F 0.0 0.0 0.0
O 0.0 0.0 0.0
N 0.0 -0.1 0.0
C 0.0 0.0 0.0
C 0.0 0.0 0.0
C 0.1 -0.2 0.0
N -0.1 0.1 0.2
O 0.0 0.0 0.0
B -0.1 0.0 0.0
F 0.0 0.0 0.0
F 0.0 0.0 0.0
O 0.1 0.0 0.0
N 0.0 0.0 0.0
C 0.0 0.0 0.0
C 0.0 0.0 0.0
C 0.0 0.1 0.0
H 0.0 0.0 0.0
H 0.0 0.0 0.0
H 0.0 0.0 0.0
H 0.0 0.0 0.0
H 0.0 0.0 0.0
H 0.0 0.0 0.0
H 0.0 0.0 0.0
H 0.0 0.0 0.0
H 0.0 0.0 0.0
H 0.0 0.0 0.0
H 0.0 0.0 0.0
H 0.0 0.0 0.0
O 0.0 0.0 0.0
C 0.0 0.0 0.0
C 0.0 0.0 0.0
C 0.0 0.0 0.0
C 0.0 0.0 0.0
C 0.0 0.0 0.0
C 0.0 0.0 0.0
C 0.0 0.1 -0.1
O 0.0 0.0 0.0
N 0.0 0.1 0.0
N 0.1 0.0 0.0
C 0.0 0.0 0.0
S 0.0 0.0 0.0
C 0.0 0.0 0.0
C 0.0 0.0 0.0
S 0.0 0.0 0.0
H 0.0 0.0 0.0
H 0.0 0.0 0.0
H 0.0 0.0 0.0
H 0.0 0.0 0.0
H 0.0 0.0 0.0
H 0.0 0.0 0.0
H 0.0 0.0 0.0
H 0.0 0.0 0.0
H 0.0 0.0 0.0

The spin multiplicity is 1. As for the gap between HOMO and LUMO (spin up / spin down): 5.361 / 5.357 eV. The LUMO energy (spin up / spin down) comes out at -8.60 / -8.60 eV. The value obtained for the highest occupied orbital energy (spin up / spin down) is -13.96 / -13.96 eV. As for the energy above the lowest of the compared OMol25 structures with the same formula, charge and spin: 0.000 eV. As for the total charge: +2.



3.
Formula: C9H14Si
Source: OMol25
Level of theory: ωB97M-V/def2-TZVPD

Atoms and positions in Å:
1 C -1.7261 -0.0804 -1.8091
2 Si -1.1903 -0.3483 -0.0333
3 C -1.1206 -2.2126 0.0518
4 C -2.3363 0.3929 1.2523
5 C 0.6708 0.0497 -0.0670
6 C 1.6167 -0.6244 0.6563
7 C 2.8789 -0.0603 0.7805
8 C 3.1273 1.1829 0.2712
9 C 2.1563 1.9355 -0.3288
10 C 0.9582 1.3079 -0.6009
11 H -0.9280 -0.2414 -2.5014
12 H -2.5398 -0.7880 -1.9330
13 H -2.0449 0.9184 -1.9398
14 H -0.6107 -2.6422 -0.7867
15 H -0.6264 -2.4745 0.9874
16 H -2.1150 -2.5912 0.0590
17 H -3.1684 0.9270 0.7085
18 H -2.6062 -0.3580 1.9560
19 H -1.9406 1.2000 1.8629
20 H 1.3513 -1.6236 1.0860
21 H 3.7498 -0.5463 1.3052
22 H 3.9669 1.7571 0.6324
23 H 2.2919 2.9954 -0.5916
24 H 0.1855 1.9244 -1.0176

Force components x, y, z for each atom (eV/Å):
C -0.3 -0.1 1.2
Si 1.5 -1.2 -1.3
C -0.1 0.7 1.1
C 0.1 1.7 -1.1
C -2.0 1.3 0.2
C 0.5 -1.5 0.3
C 1.4 -1.4 0.8
C 0.7 1.6 1.2
C -0.6 0.3 -1.2
C 0.1 0.5 0.8
H 0.5 -0.4 -0.4
H -0.2 0.1 -0.5
H -0.8 1.1 -0.4
H 0.5 -0.1 -0.4
H 0.0 -0.4 0.0
H -0.9 -0.6 0.2
H 0.3 -1.1 0.7
H -0.9 -0.7 0.3
H 0.6 0.1 0.0
H 0.5 1.1 -0.2
H -1.3 0.3 -0.4
H 0.7 -0.4 -0.3
H 0.1 -0.6 0.1
H -0.5 0.0 -0.5

The spin multiplicity is 1. As for the gap between HOMO and LUMO: 10.021 eV. The LUMO energy comes out at 0.86 eV. The value obtained for the highest occupied orbital energy is -9.16 eV. As for the energy above the lowest of the compared OMol25 structures with the same formula, charge and spin: 0.334 eV. Its SMILES is C[Si](C)(C)c1ccccc1. As for the total charge: 0.